P:
{
  "formula": "C12H36FO6",
  "method": "ωB97M-V/def2-TZVPD",
  "homo_lumo_gap_ha": 0.3229,
  "charge": -1,
  "e_lumo_ev": 3.082,
  "species": ["F", "C", "C", "O", "H", "H", "H", "H", "H", "H", "C", "C", "O", "H", "H", "H", "H", "H", "H", "C", "C", "O", "H", "H", "H", "H", "H", "H", "C", "C", "O", "H", "H", "H", "H", "H", "H", "C", "C", "O", "H", "H", "H", "H", "H", "H", "C", "C", "O", "H", "H", "H", "H", "H", "H"],
  "positions_angstrom": [[0.161, -0.230, 0.281], [1.704, 3.931, 1.015], [0.597, 3.028, 0.398], [-0.181, 2.366, 1.334], [2.385, 4.317, 0.260], [2.379, 3.358, 1.652], [1.388, 4.696, 1.585], [1.044, 2.359, -0.089], [0.089, 3.443, -0.243], [-0.408, 1.494, 0.975], [4.339, -1.512, -1.501], [2.925, -1.385, -0.835], [2.558, -0.208, -0.388], [4.240, -0.925, -2.365], [4.567, -2.514, -1.607], [5.145, -1.339, -1.009], [2.789, -2.049, -0.087], [2.009, -1.446, -1.591], [1.526, 0.043, -0.233], [-2.055, -4.594, 0.154], [-1.743, -3.091, 0.588], [-0.691, -2.667, -0.211], [-1.214, -5.340, 0.146], [-2.421, -4.485, -0.997], [-2.793, -4.986, 0.766], [-1.486, -3.085, 1.620], [-2.572, -2.285, 0.419], [-0.269, -1.748, -0.036], [-4.168, 2.164, -0.515], [-2.774, 1.527, -0.719], [-2.500, 0.517, 0.162], [-4.945, 1.448, -0.361], [-4.570, 2.763, -1.314], [-4.322, 2.662, 0.454], [-1.992, 2.284, -0.601], [-2.510, 1.194, -1.653], [-1.531, 0.235, -0.036], [0.733, -0.575, 4.862], [0.923, -0.112, 3.397], [1.008, -1.241, 2.548], [1.594, -0.793, 5.454], [0.101, -1.560, 4.941], [-0.035, 0.157, 5.493], [1.888, 0.489, 3.331], [0.180, 0.547, 3.155], [0.807, -0.847, 1.622], [-0.496, 0.741, -4.262], [0.102, 0.658, -2.892], [-0.464, -0.561, -2.256], [-0.378, 1.490, -4.799], [-1.357, 0.401, -4.523], [0.064, -0.310, -4.930], [-0.306, 1.320, -2.196], [1.127, 0.807, -2.971], [-0.196, -0.551, -1.391]]
}

***

Q:
{
  "formula": "C12H36FO6",
  "method": "ωB97M-V/def2-TZVPD",
  "homo_lumo_gap_ha": 0.3511,
  "charge": -1,
  "e_lumo_ev": 3.225,
  "species": ["F", "C", "C", "O", "H", "H", "H", "H", "H", "H", "C", "C", "O", "H", "H", "H", "H", "H", "H", "C", "C", "O", "H", "H", "H", "H", "H", "H", "C", "C", "O", "H", "H", "H", "H", "H", "H", "C", "C", "O", "H", "H", "H", "H", "H", "H", "C", "C", "O", "H", "H", "H", "H", "H", "H"],
  "positions_angstrom": [[-0.280, -0.215, 0.367], [-2.984, -3.081, -2.260], [-1.810, -2.221, -2.014], [-2.176, -1.567, -0.733], [-2.827, -3.553, -3.084], [-3.877, -2.526, -2.502], [-2.702, -3.970, -1.606], [-1.665, -1.458, -2.800], [-0.880, -2.709, -1.894], [-1.319, -1.290, -0.330], [-1.768, 4.141, -0.524], [-1.474, 3.159, 0.522], [-1.983, 1.883, 0.059], [-1.114, 3.930, -1.462], [-1.613, 5.169, -0.200], [-2.685, 4.147, -0.578], [-1.964, 3.429, 1.516], [-0.259, 2.934, 0.588], [-1.231, 1.382, 0.304], [4.447, 1.171, 1.167], [3.109, 0.444, 1.167], [1.928, 1.245, 1.175], [4.665, 1.670, 2.164], [4.280, 2.050, 0.426], [5.215, 0.642, 0.715], [3.226, -0.245, 1.930], [3.048, -0.055, 0.248], [1.062, 0.844, 0.967], [3.011, -3.380, 0.263], [1.612, -2.896, -0.157], [0.741, -2.607, 0.944], [3.420, -2.713, 0.929], [3.716, -3.585, -0.611], [2.840, -4.283, 0.800], [1.097, -3.535, -0.726], [1.854, -1.921, -0.826], [0.555, -1.646, 0.711], [-2.395, 0.221, 4.692], [-2.171, 0.025, 3.133], [-0.717, 0.230, 2.874], [-2.158, 1.049, 5.085], [-1.985, -0.760, 5.063], [-3.451, 0.197, 5.067], [-2.662, 0.727, 2.534], [-2.473, -1.035, 2.690], [-0.652, -0.060, 1.941], [0.739, 1.566, -4.034], [-0.056, 1.157, -2.691], [0.820, 0.360, -1.860], [0.154, 2.174, -4.700], [1.290, 0.689, -4.404], [1.510, 2.316, -3.561], [-0.850, 0.522, -3.091], [-0.434, 1.913, -2.163], [0.276, -0.076, -1.228]]
}

***

Which structure wins on stability? Q wins.

***

P:
{
  "formula": "C38H105N9O11",
  "method": "ωB97M-V/def2-TZVPD",
  "homo_lumo_gap_ha": 0.3390,
  "e_lumo_ev": 0.513,
  "species": ["C", "O", "C", "C", "C", "N", "H", "H", "H", "H", "H", "H", "H", "H", "H", "H", "H", "C", "O", "C", "C", "C", "N", "H", "H", "H", "H", "H", "H", "H", "H", "H", "H", "H", "C", "O", "C", "C", "C", "N", "H", "H", "H", "H", "H", "H", "H", "H", "H", "H", "H", "C", "O", "C", "C", "C", "N", "H", "H", "H", "H", "H", "H", "H", "H", "H", "H", "H", "C", "O", "C", "C", "C", "N", "H", "H", "H", "H", "H", "H", "H", "H", "H", "H", "H", "C", "O", "C", "C", "C", "N", "H", "H", "H", "H", "H", "H", "H", "H", "H", "H", "H", "C", "O", "C", "C", "C", "N", "H", "H", "H", "H", "H", "H", "H", "H", "H", "H", "H", "C", "O", "C", "C", "C", "N", "H", "H", "H", "H", "H", "H", "H", "H", "H", "H", "H", "C", "O", "C", "C", "C", "N", "H", "H", "H", "H", "H", "H", "H", "H", "H", "H", "H", "O", "C", "C", "O", "H", "H", "H", "H", "H", "H"],
  "positions_angstrom": [[-25.637, -9.524, -2.698], [-24.310, -9.814, -2.913], [-23.453, -9.437, -1.854], [-22.161, -10.023, -2.217], [-21.122, -9.769, -1.152], [-21.673, -9.495, -3.434], [-25.860, -8.435, -2.579], [-26.152, -10.092, -1.914], [-26.211, -9.872, -3.561], [-23.415, -8.338, -1.686], [-23.899, -9.929, -0.979], [-22.385, -11.052, -2.468], [-21.579, -10.176, -0.159], [-21.024, -8.674, -1.035], [-20.106, -10.146, -1.402], [-21.565, -8.484, -3.428], [-22.379, -9.677, -4.070], [-22.138, -7.011, 7.901], [-21.683, -7.250, 6.566], [-21.165, -6.079, 5.857], [-20.779, -6.642, 4.461], [-20.511, -5.462, 3.567], [-21.749, -7.448, 3.773], [-22.317, -7.963, 8.371], [-23.009, -6.346, 7.884], [-21.333, -6.585, 8.536], [-21.952, -5.283, 5.792], [-20.221, -5.661, 6.229], [-19.928, -7.270, 4.544], [-19.608, -4.950, 3.978], [-21.354, -4.764, 3.448], [-20.198, -5.763, 2.561], [-22.530, -6.835, 3.417], [-22.090, -8.095, 4.494], [-20.613, -4.655, -1.082], [-21.529, -4.443, -2.132], [-21.433, -5.365, -3.235], [-22.519, -5.063, -4.223], [-22.660, -3.561, -4.459], [-23.736, -5.753, -3.744], [-20.854, -3.883, -0.334], [-19.542, -4.479, -1.384], [-20.708, -5.645, -0.632], [-20.378, -5.305, -3.635], [-21.552, -6.375, -2.784], [-22.189, -5.621, -5.121], [-22.752, -3.043, -3.487], [-23.467, -3.352, -5.173], [-21.715, -3.220, -4.945], [-24.527, -5.644, -4.372], [-23.947, -5.639, -2.758], [-27.673, -8.791, 3.753], [-26.304, -9.125, 4.001], [-25.556, -9.410, 2.781], [-24.276, -10.248, 3.089], [-23.806, -10.892, 1.830], [-24.619, -11.380, 3.967], [-28.194, -9.586, 3.178], [-27.662, -7.839, 3.168], [-28.228, -8.633, 4.652], [-26.144, -10.011, 2.080], [-25.353, -8.372, 2.412], [-23.476, -9.587, 3.457], [-24.037, -10.356, 0.912], [-24.457, -11.821, 1.615], [-22.789, -11.296, 1.802], [-23.974, -12.154, 3.931], [-24.865, -11.021, 4.905], [-23.482, -1.810, -0.656], [-24.734, -2.372, -0.557], [-25.476, -1.864, 0.506], [-26.849, -2.431, 0.444], [-27.669, -1.783, -0.654], [-27.498, -2.194, 1.733], [-23.573, -0.732, -0.613], [-22.936, -2.196, -1.564], [-22.858, -2.086, 0.227], [-24.996, -2.052, 1.446], [-25.445, -0.751, 0.592], [-26.877, -3.580, 0.345], [-27.789, -0.762, -0.485], [-28.649, -2.249, -0.518], [-27.281, -1.902, -1.650], [-27.879, -1.263, 1.700], [-28.436, -2.700, 1.665], [-23.214, -2.251, 9.069], [-23.356, -2.731, 7.745], [-24.261, -1.997, 7.049], [-24.423, -2.562, 5.634], [-23.081, -2.419, 4.929], [-25.566, -1.962, 4.998], [-23.691, -2.949, 9.766], [-23.621, -1.260, 9.292], [-22.154, -2.307, 9.332], [-25.211, -2.118, 7.557], [-24.015, -0.890, 6.987], [-24.676, -3.610, 5.784], [-23.053, -3.008, 4.027], [-22.261, -2.797, 5.572], [-22.879, -1.380, 4.650], [-26.042, -2.676, 4.496], [-25.327, -1.276, 4.276], [-28.315, -8.733, 0.136], [-28.606, -8.268, -1.173], [-28.224, -6.958, -1.343], [-28.350, -6.483, -2.761], [-27.613, -5.163, -2.925], [-29.692, -6.422, -3.265], [-28.611, -9.778, 0.216], [-28.830, -8.167, 0.885], [-27.244, -8.747, 0.372], [-28.795, -6.230, -0.715], [-27.154, -6.803, -1.044], [-27.877, -7.217, -3.409], [-26.533, -5.289, -2.692], [-28.054, -4.427, -2.225], [-27.734, -4.841, -3.975], [-30.180, -7.263, -3.012], [-30.262, -5.686, -2.936], [-29.333, -4.307, 6.593], [-30.057, -4.597, 5.481], [-29.685, -3.813, 4.379], [-30.803, -4.062, 3.341], [-30.698, -5.540, 2.839], [-30.721, -3.183, 2.191], [-29.673, -3.334, 6.979], [-28.269, -4.075, 6.298], [-29.442, -5.096, 7.436], [-29.683, -2.717, 4.629], [-28.780, -4.037, 3.864], [-31.751, -3.896, 3.820], [-31.459, -5.611, 2.034], [-30.770, -6.349, 3.553], [-29.714, -5.749, 2.513], [-31.545, -3.231, 1.619], [-30.846, -2.225, 2.431], [-25.251, -5.533, 3.562], [-23.921, -5.388, 3.130], [-23.837, -4.912, 1.739], [-24.300, -5.962, 0.722], [-23.525, -7.203, 0.784], [-24.115, -5.410, -0.616], [-25.998, -4.899, 3.039], [-25.277, -5.247, 4.611], [-25.592, -6.595, 3.512], [-24.399, -3.973, 1.716], [-22.799, -4.775, 1.592], [-25.401, -6.165, 0.895], [-24.092, -7.971, 0.166], [-23.399, -7.617, 1.822], [-22.503, -7.131, 0.344], [-23.089, -5.381, -0.791], [-24.581, -4.470, -0.681], [-27.194, -9.312, 6.503], [-26.258, -8.755, 7.449], [-25.766, -7.399, 6.898], [-24.690, -7.386, 6.043], [-26.625, -9.694, 5.815], [-26.758, -8.544, 8.348], [-25.342, -9.366, 7.629], [-25.526, -6.838, 7.778], [-26.655, -6.867, 6.471], [-25.007, -7.681, 5.188]]
}

***

Q:
{
  "formula": "C38H105N9O11",
  "method": "ωB97M-V/def2-TZVPD",
  "homo_lumo_gap_ha": 0.3457,
  "e_lumo_ev": 0.530,
  "species": ["C", "O", "C", "C", "C", "N", "H", "H", "H", "H", "H", "H", "H", "H", "H", "H", "H", "C", "O", "C", "C", "C", "N", "H", "H", "H", "H", "H", "H", "H", "H", "H", "H", "H", "C", "O", "C", "C", "C", "N", "H", "H", "H", "H", "H", "H", "H", "H", "H", "H", "H", "C", "O", "C", "C", "C", "N", "H", "H", "H", "H", "H", "H", "H", "H", "H", "H", "H", "C", "O", "C", "C", "C", "N", "H", "H", "H", "H", "H", "H", "H", "H", "H", "H", "H", "C", "O", "C", "C", "C", "N", "H", "H", "H", "H", "H", "H", "H", "H", "H", "H", "H", "C", "O", "C", "C", "C", "N", "H", "H", "H", "H", "H", "H", "H", "H", "H", "H", "H", "C", "O", "C", "C", "C", "N", "H", "H", "H", "H", "H", "H", "H", "H", "H", "H", "H", "C", "O", "C", "C", "C", "N", "H", "H", "H", "H", "H", "H", "H", "H", "H", "H", "H", "O", "C", "C", "O", "H", "H", "H", "H", "H", "H"],
  "positions_angstrom": [[-6.410, -21.647, -10.624], [-5.090, -21.672, -10.089], [-4.226, -22.318, -11.073], [-2.819, -22.308, -10.615], [-2.230, -20.979, -11.053], [-2.026, -23.491, -11.103], [-7.182, -21.230, -9.923], [-6.720, -22.628, -10.853], [-6.591, -21.053, -11.483], [-4.469, -23.387, -11.115], [-4.379, -21.785, -12.034], [-2.808, -22.247, -9.486], [-2.893, -20.209, -10.569], [-2.101, -20.997, -12.138], [-1.241, -20.851, -10.638], [-2.678, -24.228, -11.411], [-1.567, -23.902, -10.321], [-12.823, -16.961, -1.938], [-11.660, -16.432, -2.547], [-10.439, -16.836, -1.895], [-9.864, -18.216, -2.373], [-8.623, -18.485, -1.694], [-9.695, -18.315, -3.804], [-13.646, -16.385, -2.282], [-12.737, -16.799, -0.893], [-12.977, -17.965, -2.293], [-9.630, -16.092, -2.007], [-10.518, -16.876, -0.783], [-10.610, -18.959, -2.037], [-8.818, -18.497, -0.603], [-7.878, -17.768, -1.976], [-8.267, -19.475, -2.092], [-8.967, -17.648, -3.986], [-10.554, -17.914, -4.228], [-3.870, -22.715, 0.854], [-4.878, -23.684, 1.189], [-5.980, -23.712, 0.239], [-6.755, -25.056, 0.292], [-7.523, -25.254, 1.584], [-5.901, -26.151, -0.062], [-4.280, -21.701, 0.650], [-3.371, -23.032, -0.027], [-3.221, -22.587, 1.708], [-6.567, -22.807, 0.414], [-5.556, -23.653, -0.759], [-7.454, -24.870, -0.540], [-6.919, -25.756, 2.307], [-8.287, -26.038, 1.323], [-7.944, -24.338, 1.927], [-5.060, -26.085, 0.513], [-5.536, -26.014, -0.952], [-3.183, -18.906, -7.474], [-3.798, -18.706, -6.183], [-4.599, -17.528, -6.150], [-5.413, -17.526, -4.810], [-6.163, -18.801, -4.506], [-6.314, -16.422, -4.695], [-2.417, -19.649, -7.336], [-2.658, -17.959, -7.797], [-3.886, -19.132, -8.303], [-3.863, -16.657, -6.117], [-5.204, -17.411, -7.065], [-4.659, -17.514, -4.016], [-5.491, -19.633, -4.517], [-6.861, -19.030, -5.277], [-6.684, -18.570, -3.565], [-5.874, -15.535, -4.748], [-7.139, -16.403, -5.312], [-12.171, -22.595, -3.615], [-11.358, -22.255, -4.766], [-11.828, -21.054, -5.398], [-10.959, -20.831, -6.604], [-9.494, -20.883, -6.311], [-11.293, -19.464, -7.140], [-13.214, -22.513, -3.836], [-11.864, -21.946, -2.741], [-11.946, -23.651, -3.406], [-12.858, -21.162, -5.736], [-11.779, -20.195, -4.666], [-11.227, -21.543, -7.386], [-8.945, -20.598, -7.176], [-9.166, -21.861, -6.014], [-9.252, -20.111, -5.467], [-10.725, -18.681, -6.852], [-11.471, -19.419, -8.141], [-8.282, -27.954, -1.810], [-9.094, -26.828, -1.443], [-10.442, -27.049, -1.860], [-11.273, -25.913, -1.316], [-11.306, -25.821, 0.206], [-12.629, -26.206, -1.832], [-8.402, -28.226, -2.888], [-8.505, -28.794, -1.176], [-7.321, -27.692, -1.434], [-10.562, -26.895, -2.920], [-10.872, -28.016, -1.584], [-10.905, -24.948, -1.649], [-12.061, -25.139, 0.486], [-10.337, -25.418, 0.434], [-11.628, -26.824, 0.552], [-13.266, -25.728, -1.201], [-12.881, -27.207, -1.790], [-5.167, -22.525, -6.949], [-4.807, -22.856, -5.665], [-3.434, -22.959, -5.421], [-3.192, -22.851, -3.949], [-1.768, -22.439, -3.759], [-3.449, -24.141, -3.269], [-4.576, -21.611, -7.136], [-6.224, -22.306, -6.908], [-4.867, -23.266, -7.694], [-3.015, -23.890, -5.789], [-2.962, -22.098, -5.968], [-3.806, -22.014, -3.563], [-1.538, -22.174, -2.746], [-1.447, -21.603, -4.336], [-1.160, -23.301, -4.022], [-4.473, -24.123, -3.150], [-3.095, -24.070, -2.320], [-12.176, -26.018, -5.845], [-11.640, -25.905, -7.134], [-11.841, -27.031, -8.014], [-11.176, -26.712, -9.322], [-11.854, -25.600, -10.092], [-10.995, -28.006, -10.014], [-13.235, -26.340, -5.819], [-12.155, -25.015, -5.347], [-11.661, -26.754, -5.250], [-11.463, -28.016, -7.603], [-12.866, -27.311, -8.206], [-10.130, -26.432, -9.102], [-11.197, -25.357, -10.879], [-12.016, -24.771, -9.421], [-12.848, -25.760, -10.602], [-10.067, -28.136, -10.448], [-11.592, -28.096, -10.829], [-8.369, -25.294, -6.929], [-7.787, -24.694, -5.802], [-8.586, -25.009, -4.632], [-7.819, -24.555, -3.406], [-7.398, -23.095, -3.442], [-6.554, -25.308, -3.346], [-8.495, -26.333, -6.659], [-7.758, -25.300, -7.796], [-9.294, -24.781, -7.093], [-9.546, -24.527, -4.755], [-8.659, -26.071, -4.611], [-8.368, -24.829, -2.549], [-6.669, -22.869, -4.213], [-6.999, -22.868, -2.485], [-8.224, -22.419, -3.660], [-6.041, -24.932, -4.125], [-6.696, -26.309, -3.494], [-3.420, -26.481, -4.964], [-4.218, -27.600, -4.738], [-5.228, -27.945, -5.754], [-6.436, -27.257, -5.801], [-3.523, -25.871, -4.174], [-3.497, -28.418, -4.572], [-4.780, -27.335, -3.841], [-5.614, -28.984, -5.570], [-4.747, -27.910, -6.741], [-6.331, -26.305, -5.678]]
}

***

Which structure wins on stability? P wins.